Record 1
Molecular formula: C17H18F5NO7S
Method: DFT, wB97M-V/def2-TZVPD

Geometry as XYZ:
```
49
Properties=species:S:1:pos:R:3:forces:R:3
O -1.947 1.536 1.336 4.5061 -2.3758 -0.7641
C -0.856 0.895 1.396 -3.0869 0.8106 1.7034
C -0.636 0.010 2.737 3.6058 -0.1843 -0.4216
C 0.703 -0.229 3.164 -1.7305 0.3878 -1.7944
C 1.144 -1.040 4.471 -0.0075 0.4259 0.1650
C 0.642 -0.355 5.869 -0.0640 -0.1438 0.2260
C 0.261 1.203 5.728 -0.8508 -0.6723 0.3856
C 0.032 1.951 7.136 -0.3892 0.3307 -0.5548
O -0.988 1.208 7.891 1.2333 0.6313 0.5996
C 1.879 0.396 2.235 2.2923 0.4361 2.6004
O 2.967 0.656 2.832 -4.1568 -0.8940 -3.0816
C 1.635 0.707 0.658 -2.4511 0.2461 -0.0371
C 2.927 0.734 -0.284 1.3484 -1.0972 1.0094
F 2.688 0.399 -1.640 0.6746 1.4779 3.4964
F 3.605 1.967 -0.089 -1.7406 -2.9999 -1.2367
F 3.816 -0.291 0.223 -2.1571 2.5557 -1.5102
C 0.293 0.958 0.262 2.6370 -1.0529 1.5230
N -0.033 1.297 -1.147 -1.4730 0.3647 2.2008
C -1.296 0.690 -1.600 -5.3464 1.7583 -1.4220
O -2.318 1.346 -1.914 5.3449 -3.1172 1.2312
F -1.434 -0.751 -1.659 1.6972 3.6785 0.6230
C 0.025 2.748 -1.413 0.4596 3.4806 -5.2067
O 0.190 3.191 -2.583 -0.9263 -2.5494 6.1858
F -0.056 3.723 -0.361 0.2183 -3.5089 -1.9064
H -1.513 -0.392 3.346 1.1112 0.9968 -1.2249
H 0.692 -2.103 4.392 0.8255 1.7963 0.0472
H 2.290 -1.117 4.557 -1.8637 0.1310 -0.6585
H -0.244 -0.991 6.241 1.2912 1.3400 -0.4063
H 1.481 -0.451 6.658 -1.2788 0.0287 -1.3505
H 1.066 1.714 5.095 -1.2110 -0.4774 0.9758
H -0.765 1.238 5.183 1.8576 0.2174 0.7819
H -0.420 2.995 6.917 0.9826 -1.5223 0.2656
H 0.987 2.080 7.757 -1.2216 -0.3286 -0.9976
H -0.872 1.402 8.857 -0.1223 -0.1991 -1.4891
O -1.416 -4.251 -6.284 0.3451 0.0745 -0.0287
S -0.470 -3.161 -6.350 0.2647 -0.0571 -0.1790
O 0.938 -3.375 -6.602 -0.3818 -0.2693 0.0764
C -1.084 -1.947 -7.506 -0.2382 0.3207 -0.2877
C -1.954 -1.029 -6.659 -0.1990 0.0304 0.0322
C -1.173 -0.798 -5.365 0.0162 0.4041 0.0755
C -0.660 -2.151 -4.884 -0.0286 0.2224 0.5382
H -1.632 -2.439 -8.308 0.1519 -0.1271 0.0937
H -0.224 -1.409 -7.912 -0.0249 -0.1212 0.0515
H -2.171 -0.091 -7.175 0.0109 -0.1010 0.0450
H -2.907 -1.519 -6.432 0.0732 0.0321 -0.0701
H -0.325 -0.135 -5.567 -0.0814 -0.0481 0.0086
H -1.790 -0.320 -4.601 0.0642 -0.0280 -0.0739
H 0.302 -2.061 -4.379 -0.0718 -0.2212 -0.0979
H -1.381 -2.640 -4.226 0.0918 -0.0824 -0.1418
```
Forces are in eV/Å.

The calculation puts the maximum force at 6.75 eV/Å. As for the structure (SMILES): O=C1C=C(CCCCO)C(=O)C(C(F)(F)F)=C1N(C(=O)F)C(=O)F.O=S1(=O)CCCC1. For the gap between HOMO and LUMO, the calculation gives 7.9 eV. The spin multiplicity is 1.

***

Record 2
Molecular formula: C17H18IN3O3Ru
Method: DFT, wB97M-V/def2-TZVPD

Geometry as XYZ:
```
43
Properties=species:S:1:pos:R:3:forces:R:3
Ru -1.092 -0.639 0.826 -0.2946 -0.0415 0.2596
C -2.910 0.438 -3.238 -0.0098 -0.0019 -0.0153
C -1.420 0.312 -3.286 0.0233 0.0192 -0.0443
N -0.803 0.510 -4.431 -0.0651 0.0004 0.0219
C 0.533 0.405 -4.490 0.0045 0.0083 0.0262
C 1.328 0.088 -3.414 0.0356 -0.0225 0.0253
C 2.823 -0.029 -3.574 0.0105 0.0061 -0.0040
O 3.538 0.829 -2.693 0.0011 -0.0044 -0.0047
C 0.698 -0.140 -2.173 0.0024 0.0003 -0.0344
C 1.478 -0.502 -1.010 0.0253 -0.0667 -0.0333
N 0.898 -0.828 0.078 -0.1112 0.0797 0.0322
C 1.445 -1.147 1.333 0.0622 -0.1225 0.0226
C 2.748 -1.318 1.761 0.0275 0.0002 0.1219
C 2.918 -1.618 3.109 -0.0423 0.0082 -0.0194
C 1.822 -1.741 3.962 0.0612 -0.0279 -0.0792
C 0.515 -1.589 3.501 -0.0353 -0.0140 0.1352
C 0.346 -1.281 2.169 0.1313 0.1210 -0.1458
I -2.191 -2.730 1.781 0.0275 -0.0664 -0.1164
C -0.696 -0.016 -2.109 -0.1340 0.0150 0.2069
O -1.427 -0.172 -1.002 0.1281 0.0470 -0.2219
H -3.274 0.678 -4.232 -0.0069 -0.0002 0.0034
H -3.214 1.221 -2.542 0.0064 0.0013 0.0000
H -3.369 -0.492 -2.898 0.0051 0.0012 0.0036
H 0.979 0.583 -5.462 -0.0072 -0.0026 0.0007
H 3.090 0.158 -4.617 -0.0045 0.0038 0.0016
H 3.156 -1.041 -3.339 0.0008 0.0016 0.0053
H 3.451 1.738 -2.999 0.0005 -0.0012 -0.0057
H 2.562 -0.484 -1.077 0.0139 -0.0188 -0.0006
H 3.595 -1.227 1.094 0.0079 -0.0029 -0.0004
H 3.914 -1.766 3.501 0.0007 0.0041 -0.0034
H 1.990 -1.984 5.003 -0.0041 0.0059 0.0044
H -0.322 -1.725 4.175 0.0203 0.0212 -0.0169
N -0.972 2.717 3.132 -0.0475 0.0611 -0.0046
C -1.340 1.647 2.459 -0.1158 -0.0904 -0.0690
O -0.537 1.134 1.630 0.1528 0.0085 -0.0249
C -2.677 1.002 2.631 -0.0481 0.0871 -0.0025
C -2.949 0.198 1.365 0.2203 0.0571 -0.1211
H -0.050 3.103 2.997 0.0011 0.0060 -0.0046
H -1.610 3.180 3.757 0.0153 -0.0104 0.0188
H -3.435 1.765 2.830 -0.0328 -0.0443 0.0267
H -2.626 0.358 3.514 0.0313 -0.0201 -0.0073
H -3.111 0.871 0.520 -0.0052 -0.0251 -0.0226
H -3.800 -0.464 1.458 -0.0530 0.0198 0.0859
```
Forces are in eV/Å.

Its total charge is +1. The calculation puts the maximum force at 0.39 eV/Å. The energy relative to the best compared isomer or geometry (same formula, charge and spin) is 164.0 kJ/mol. For the gap between HOMO and LUMO (spin up / spin down), the calculation gives 6.0 / 6.3 eV. The spin multiplicity is 2.

***

Record 3
Molecular formula: C17H18MnN6S
Method: DFT, wB97M-V/def2-TZVPD

Geometry as XYZ:
```
43
Properties=species:S:1:pos:R:3:forces:R:3
Mn -14.785 -0.059 -3.143 1.1217 0.5883 1.4076
S -14.837 2.422 -3.393 0.4373 0.5151 -0.8189
C -14.686 2.216 -1.726 0.5365 0.7831 1.4280
C -14.453 3.314 -0.833 -0.5823 -1.0321 0.2191
C -14.596 3.038 0.533 0.9424 1.4909 -1.5542
C -14.754 1.758 0.999 -0.1719 -1.2430 -0.3297
C -14.901 0.730 0.079 0.0747 1.0858 0.2241
N -14.830 0.949 -1.227 -0.5404 0.3176 -0.4610
H -14.222 4.295 -1.289 -0.4019 -0.6460 0.6300
H -14.521 3.854 1.226 0.1414 0.2533 0.3309
H -14.672 1.536 2.037 -0.4055 -0.0743 0.6229
H -15.191 -0.254 0.377 0.3076 -0.6488 0.2231
N -13.217 -4.041 -3.114 -1.1186 0.9914 -0.0996
C -14.532 -4.525 -3.181 0.7253 0.0892 -0.0556
C -15.333 -3.440 -3.095 0.5824 1.5193 0.5417
N -14.554 -2.264 -2.919 0.1772 -2.5444 -0.4710
C -13.290 -2.678 -3.007 -2.0085 -1.4029 0.6278
C -12.275 -1.694 -2.915 0.9973 2.6356 -0.7537
N -12.652 -0.414 -3.110 1.9697 -0.3502 0.6697
C -11.501 0.374 -2.911 -0.5521 -0.5146 -0.3408
C -10.437 -0.439 -2.644 -0.7150 -0.6715 -0.3518
N -10.938 -1.762 -2.721 0.3809 1.3326 0.6028
H -12.373 -4.554 -3.139 0.5277 -0.6072 -0.1810
H -14.792 -5.573 -3.300 0.3171 0.3541 0.0539
H -16.410 -3.395 -3.091 0.0662 0.0742 -0.0881
H -11.494 1.469 -3.036 -0.2922 -0.8387 0.1876
H -9.399 -0.208 -2.416 -0.4047 -0.2612 -0.1832
H -10.381 -2.550 -2.463 -0.0246 -0.4285 0.0591
C -14.480 -1.142 -6.404 0.3437 0.8940 1.0550
C -15.781 -0.627 -5.829 -1.8752 -0.6003 -1.7264
C -17.009 -0.590 -6.551 1.9191 -0.3291 -0.0871
C -18.014 -0.210 -5.694 -0.3904 0.6339 2.6142
C -17.384 -0.030 -4.417 -1.0963 -0.2903 -1.3634
C -18.042 0.431 -3.136 -0.0441 0.7544 -0.4497
N -16.029 -0.304 -4.522 -2.6379 -0.3898 -2.2427
H -14.572 -1.309 -7.488 -0.0069 0.0126 0.4635
H -14.204 -2.086 -5.889 0.1580 0.3460 -0.4087
H -13.674 -0.370 -6.229 -0.4481 -0.8914 -0.2392
H -17.199 -0.854 -7.576 0.4186 -0.0368 -0.3065
H -19.084 -0.077 -5.951 0.8989 -0.0703 0.4099
H -19.133 0.289 -3.152 0.3581 -0.1676 -0.2286
H -17.905 1.533 -2.999 0.1677 -0.7796 0.1848
H -17.672 -0.116 -2.268 0.1472 0.1472 0.1851
```
Forces are in eV/Å.

The calculation puts the maximum force at 3.48 eV/Å. For the gap between HOMO and LUMO (spin up / spin down), the calculation gives 5.6 / 5.5 eV. The spin multiplicity is 6.

***

Record 4
Molecular formula: C17H18N2O4S
Method: DFT, wB97M-V/def2-TZVPD

Geometry as XYZ:
```
42
Properties=species:S:1:pos:R:3:forces:R:3
C 1.735 -5.800 -2.372 -0.0111 -0.0347 0.0335
C 0.952 -4.991 -1.382 -0.0048 0.0264 -0.0394
C -0.321 -5.398 -0.997 0.0064 0.0258 0.0216
C -1.044 -4.665 -0.075 -0.0760 -0.0693 -0.0245
C -0.507 -3.515 0.478 0.0740 -0.0102 0.0198
C 0.764 -3.091 0.106 0.0631 0.0274 0.1585
C 1.319 -1.809 0.656 -0.0679 0.1135 -0.1173
C 0.918 -0.628 -0.247 0.4745 0.0441 0.2686
N -0.507 -0.522 -0.468 -0.7519 0.2686 0.5108
S -1.430 0.077 0.792 0.1657 0.1207 -0.5993
O -2.774 -0.346 0.540 -0.0703 0.0265 -0.2474
O -0.849 -0.206 2.076 0.1737 0.2317 -0.0833
C -1.275 1.829 0.486 0.0280 -0.4797 0.2767
C -1.870 2.374 -0.634 -0.0731 0.0953 -0.0971
C -1.733 3.728 -0.887 0.1269 0.0331 0.1862
C -1.003 4.529 -0.015 0.0894 -0.4331 0.1275
C -0.427 3.967 1.133 -0.2547 0.0174 -0.4838
C -0.560 2.608 1.374 0.0144 0.1154 -0.0154
N 0.231 4.808 2.029 0.0168 -0.2879 0.3544
C 0.496 6.115 1.773 -0.1452 0.0350 -0.1634
O 1.007 6.852 2.581 0.1166 0.2171 -0.0168
C 0.158 6.550 0.351 0.4181 0.3761 -0.0197
O -0.908 5.859 -0.271 -0.2854 -0.1856 0.1057
C 1.478 -3.834 -0.825 -0.1071 -0.0658 0.0046
H 2.025 -6.753 -1.931 0.0612 -0.0699 -0.0397
H 2.637 -5.276 -2.679 0.0661 -0.0089 -0.0559
H 1.134 -6.012 -3.254 0.0216 -0.0344 -0.0825
H -0.743 -6.296 -1.425 -0.0521 -0.0965 -0.0462
H -2.032 -4.989 0.218 -0.0895 -0.0314 0.0258
H -1.069 -2.944 1.204 -0.0519 0.0219 0.1051
H 0.918 -1.627 1.653 0.1474 -0.0420 -0.0331
H 2.408 -1.851 0.708 0.0111 -0.0025 0.0314
H 1.398 -0.724 -1.226 -0.0282 0.0942 0.1051
H 1.231 0.314 0.209 0.2219 -0.0070 -0.1043
H -0.914 -1.377 -0.822 -0.2836 -0.1055 0.0001
H -2.437 1.733 -1.288 -0.0930 -0.0170 -0.1801
H -2.188 4.190 -1.748 -0.0505 0.0433 -0.1176
H -0.137 2.148 2.253 0.1044 -0.0016 0.1507
H 0.493 4.439 2.934 -0.0037 0.1966 -0.0804
H -0.116 7.607 0.355 0.1040 -0.1994 0.0957
H 1.077 6.433 -0.248 -0.1377 0.0226 0.1053
H 2.467 -3.506 -1.117 0.1325 0.0297 -0.0397
```
Forces are in eV/Å.

The calculation puts the maximum force at 0.95 eV/Å. As for the structure (SMILES): Cc1cccc(CCNS(=O)(=O)c2ccc3c(c2)NC(=O)CO3)c1. The energy relative to the best compared isomer or geometry (same formula, charge and spin) is 124.9 kJ/mol. For the gap between HOMO and LUMO, the calculation gives 9.4 eV. The spin multiplicity is 1.